1.
Entry from OMol25: C43H47NO3RbSTe as an isolated structure (wB97M-V/def2-TZVPD).

Calculated values
- LUMO level (eV) = 2.039
- relative energy (zero: lowest compared OMol25 entry of this formula, charge and spin) (eV) = 0.000
- frontier orbital gap (eV) = 5.24
- HOMO energy (eV) = -3.196
- 2S+1 = 1
- net charge = -1
- total energy (Eh) = -2637.57414

Each line ends with the Mulliken charge.
Positions of all 97 atoms, in Å:
Rb  1.410  0.093  1.987  0.879
C  2.300  0.858  4.831  0.494
C  0.917  1.106  4.958  0.036
C  0.257  -0.138  5.032  1.056
C  1.231  -1.159  4.949  0.252
C  2.496  -0.542  4.828  0.348
C  3.838  -1.201  4.684  -1.380
C  0.955  -2.635  5.028  -1.453
C  -1.216  -0.320  5.265  -1.396
C  0.229  2.440  5.032  -1.473
C  3.399  1.869  4.683  -1.454
H  4.550  -0.851  5.441  0.316
H  4.307  -1.008  3.709  0.126
H  3.772  -2.286  4.789  0.400
H  0.397  -2.905  5.932  0.338
H  1.882  -3.212  5.047  0.375
H  0.369  -3.012  4.180  0.061
H  -1.571  0.293  6.102  0.386
H  -1.450  -1.360  5.509  0.301
H  -1.834  -0.051  4.400  0.136
H  -0.409  2.521  5.920  0.312
H  -0.422  2.636  4.170  0.173
H  0.946  3.262  5.082  0.411
H  4.105  1.874  5.523  0.294
H  3.005  2.884  4.601  0.371
H  4.014  1.699  3.787  0.184
C  -2.922  -0.035  -4.871  -1.745
C  -2.039  0.262  -3.688  0.371
C  -1.267  1.403  -3.611  -0.185
C  -0.396  1.673  -2.546  0.577
C  0.451  2.878  -2.605  -0.373
O  1.634  2.888  -2.307  -0.640
C  -0.185  4.172  -3.050  0.353
C  -1.536  4.431  -2.853  -0.101
C  -2.078  5.653  -3.226  -0.829
C  -1.273  6.620  -3.811  -0.348
C  0.080  6.367  -4.010  -0.581
C  0.620  5.153  -3.622  -0.389
C  -0.302  0.773  -1.435  -0.071
O  0.418  0.943  -0.407  -0.481
C  -1.144  -0.393  -1.531  -1.122
C  -1.960  -0.634  -2.608  0.530
C  -1.105  -1.331  -0.368  0.562
N  -0.230  -2.238  -0.196  -0.219
C  0.873  -2.320  -1.143  0.407
C  0.579  -3.196  -2.349  -1.094
Te  -0.187  -5.163  -1.934  0.230
C  -2.219  -4.581  -1.916  -0.308
C  -2.912  -4.447  -3.117  -0.238
C  -4.224  -3.992  -3.119  -0.536
C  -4.851  -3.676  -1.922  -0.516
C  -4.168  -3.819  -0.722  -0.337
C  -2.855  -4.272  -0.721  -0.154
C  -2.190  -1.219  0.656  0.650
C  -3.281  -0.377  0.463  -0.344
C  -4.309  -0.329  1.396  -1.065
C  -4.256  -1.119  2.534  -0.497
C  -3.158  -1.946  2.746  -1.030
C  -2.133  -1.990  1.818  -0.038
H  -3.012  0.839  -5.519  0.375
H  -3.929  -0.322  -4.559  0.354
H  -2.529  -0.856  -5.478  0.306
H  -1.314  2.119  -4.428  0.450
H  -2.159  3.673  -2.395  0.458
H  -3.128  5.852  -3.057  0.389
H  -1.696  7.572  -4.107  0.376
H  0.709  7.122  -4.464  0.385
H  1.674  4.940  -3.747  0.398
H  -2.571  -1.535  -2.616  0.003
H  1.737  -2.713  -0.603  0.584
H  1.137  -1.324  -1.516  -0.470
H  1.490  -3.344  -2.929  0.579
H  -0.166  -2.736  -2.999  0.144
H  -2.418  -4.689  -4.050  0.394
H  -4.754  -3.878  -4.057  0.389
H  -5.870  -3.308  -1.923  0.389
H  -4.639  -3.551  0.215  0.320
H  -2.308  -4.349  0.210  0.379
H  -3.327  0.238  -0.426  0.459
H  -5.151  0.331  1.232  0.401
H  -5.055  -1.079  3.263  0.451
H  -3.091  -2.541  3.648  0.451
H  -1.270  -2.624  1.979  0.684
O  3.665  -0.239  0.471  -0.797
S  3.631  0.974  -0.415  0.631
C  5.363  1.456  -0.689  -0.874
C  5.904  0.523  -1.759  -0.535
C  4.822  0.524  -2.838  -0.890
C  3.489  0.328  -2.118  0.002
H  5.861  1.415  0.278  0.444
H  5.341  2.491  -1.041  0.371
H  6.027  -0.480  -1.343  0.248
H  6.873  0.855  -2.138  0.400
H  4.979  -0.253  -3.588  0.361
H  4.825  1.486  -3.357  0.295
H  3.269  -0.726  -1.943  0.198
H  2.640  0.817  -2.588  -0.035

***

2.
Entry from OMol25: C43H49BBrF6InN8OPS3 as an isolated structure at a distorted geometry (wB97M-V/def2-TZVPD).

Calculated values
- LUMO level (alpha / beta) (eV) = -6.437 / -6.442
- relative energy (zero: lowest compared OMol25 entry of this formula, charge and spin) (eV) = 5.906
- ⟨S²⟩ = 0.79
- frontier orbital gap (alpha / beta) (eV) = 5.78 / 5.76
- HOMO energy (alpha / beta) (eV) = -12.213 / -12.202
- 2S+1 = 2
- net charge = +2
- total energy (Eh) = -7105.00255

Each line ends with the Löwdin spin population.
Positions of all 114 atoms, in Å:
In  1.350  -1.579  -2.199  0.000
C  -4.786  -0.126  -3.792  0.000
C  -3.680  0.498  -3.011  0.000
C  -3.140  1.745  -3.317  0.000
C  -2.184  2.366  -2.480  0.000
N  -1.559  1.594  -1.600  0.000
N  -1.974  0.340  -1.347  0.000
B  -1.087  -0.211  -0.123  0.005
N  -2.047  -0.657  1.066  0.002
N  -2.165  0.201  2.056  0.008
C  -2.913  -0.160  3.102  0.005
C  -3.491  -1.420  3.154  0.000
C  -3.375  -2.325  2.147  0.004
C  -4.123  -3.631  2.205  0.001
C  -2.606  -1.860  1.061  0.001
S  -2.450  -2.700  -0.480  0.000
C  -3.086  0.966  4.132  0.000
C  -2.951  0.395  5.547  0.000
C  -4.529  1.590  4.011  0.001
C  -2.048  2.043  3.899  0.003
N  1.186  1.588  -0.487  0.006
N  1.572  2.101  0.829  0.040
C  2.935  2.006  1.171  0.006
C  3.800  1.415  0.324  0.001
C  3.460  1.093  -1.060  0.001
C  4.521  0.706  -1.957  0.000
C  2.177  1.136  -1.488  0.000
S  1.362  0.720  -2.995  0.001
C  3.478  2.805  2.372  0.001
C  4.313  3.949  1.768  0.000
C  4.414  2.012  3.319  0.001
C  2.258  3.418  3.112  0.002
C  -3.070  -0.185  -1.925  0.000
S  -3.921  -1.605  -1.370  0.000
C  -1.738  3.815  -2.447  0.000
C  -0.270  3.966  -2.112  0.000
C  -1.966  4.566  -3.742  0.000
C  -2.529  4.412  -1.273  0.000
H  -4.962  0.411  -4.709  0.000
H  -5.715  -0.111  -3.196  0.000
H  -4.584  -1.150  -4.042  0.000
H  -3.559  2.262  -4.136  0.000
H  -4.028  -1.747  4.050  0.000
H  -4.192  -3.956  3.201  0.000
H  -3.643  -4.399  1.595  0.000
H  -5.148  -3.509  1.905  0.000
H  -3.797  -0.209  5.891  0.000
H  -3.001  1.242  6.259  0.000
H  -2.027  -0.140  5.683  0.000
H  -5.207  0.884  4.469  0.000
H  -4.806  1.766  2.947  0.000
H  -4.608  2.512  4.577  0.000
H  -1.040  1.633  3.904  0.002
H  -2.101  2.753  4.717  0.000
H  -2.221  2.577  2.967  0.001
H  4.843  1.316  0.562  0.000
H  4.736  -0.362  -1.884  0.000
H  5.414  1.302  -1.737  0.000
H  4.233  0.883  -3.018  0.000
H  5.227  3.539  1.365  0.000
H  4.517  4.727  2.500  0.000
H  3.782  4.472  0.983  0.000
H  5.132  1.446  2.706  0.000
H  3.806  1.356  3.937  0.000
H  4.925  2.778  3.911  0.000
H  1.737  4.121  2.451  0.000
H  2.553  4.001  4.024  0.000
H  1.501  2.691  3.426  0.001
H  0.475  3.440  -2.725  0.000
H  -0.108  3.787  -1.053  0.000
H  -0.059  5.036  -2.234  0.000
H  -1.401  4.157  -4.606  0.000
H  -1.607  5.574  -3.579  0.000
H  -3.028  4.655  -4.032  0.000
H  -2.276  3.851  -0.386  0.000
H  -3.602  4.416  -1.484  0.000
H  -2.284  5.461  -1.106  0.000
Br  4.135  -8.285  -4.065  0.000
C  3.701  -6.520  -3.610  0.000
C  4.247  -5.540  -4.456  -0.004
C  3.934  -4.233  -4.275  0.000
C  3.103  -3.842  -3.239  -0.005
O  2.968  -2.497  -3.086  -0.003
C  2.603  -4.796  -2.333  -0.002
C  1.993  -4.426  -1.098  -0.008
N  1.625  -3.253  -0.653  -0.001
C  1.496  -2.913  0.749  -0.008
C  2.176  -3.550  1.818  0.151
C  2.134  -3.036  3.098  -0.007
C  1.559  -1.837  3.408  0.128
C  0.993  -1.076  2.339  0.022
C  0.757  0.297  2.568  0.411
C  0.494  1.229  1.502  0.071
C  0.191  0.601  0.165  0.007
N  0.378  -0.845  -0.054  0.014
C  0.865  -1.706  1.051  0.109
C  2.907  -6.191  -2.551  -0.001
H  4.901  -5.778  -5.285  0.000
H  4.337  -3.465  -4.942  0.000
H  1.990  -5.278  -0.397  0.000
H  2.651  -4.467  1.609  0.009
H  2.621  -3.628  3.866  -0.003
H  1.586  -1.383  4.399  0.004
H  0.838  0.638  3.630  0.012
H  -0.317  1.892  1.777  0.011
H  0.630  2.318  -0.923  0.000
H  2.523  -6.956  -1.891  0.000
F  -0.529  -1.274  -3.623  0.000
P  -1.057  -2.899  -4.264  0.000
F  -1.488  -4.378  -4.738  0.000
F  -1.741  -3.124  -2.835  0.000
F  -0.193  -2.644  -5.545  0.000
F  -2.369  -2.210  -4.796  0.000
F  0.345  -3.395  -3.485  0.000

***

Question: What is the net charge in the first record?
Answer: -1